[1]
Entry from OMol25: a molecular structure, C14H22AsNNaO2Si2 (the ωB97M-V functional and the def2-TZVPD basis).

```
43
Properties=species:S:1:pos:R:3
Na 1.09 -0.95 0.38
O -0.95 0.26 3.08
C -0.12 -0.59 3.33
N 0.63 -1.33 2.44
C 1.45 -2.17 3.13
O 2.26 -2.95 2.65
C 1.23 -1.97 4.62
C 1.80 -2.58 5.72
C 1.36 -2.17 6.98
C 0.38 -1.18 7.10
C -0.19 -0.58 5.98
C 0.26 -1.00 4.74
H 2.56 -3.34 5.60
H 1.78 -2.62 7.87
H 0.05 -0.88 8.09
H -0.95 0.18 6.06
C 2.98 0.36 -3.69
Si 1.16 0.83 -3.59
C 0.23 -0.53 -4.49
C 0.98 2.37 -4.66
As 0.63 1.25 -1.39
Si -1.66 1.05 -1.54
C -2.31 -0.72 -1.62
C -2.42 1.94 -3.02
C -2.43 1.82 -0.02
H 3.30 0.26 -4.73
H 3.17 -0.59 -3.18
H 3.60 1.12 -3.20
H 0.62 -0.64 -5.51
H -0.84 -0.31 -4.57
H 0.33 -1.49 -3.97
H 1.31 2.18 -5.69
H 1.58 3.18 -4.25
H -0.06 2.71 -4.69
H -1.93 -1.25 -2.49
H -3.41 -0.72 -1.65
H -2.00 -1.28 -0.73
H -2.13 1.48 -3.97
H -2.09 2.98 -3.04
H -3.51 1.92 -2.95
H -2.10 1.32 0.91
H -3.52 1.76 -0.08
H -2.14 2.87 0.07
```

E: -101476.4973 eV
total charge: -1
molar mass: 390.4 g/mol

[2]
Entry from OMol25: a molecular structure, C14H22B2KO8 (the ωB97M-V functional and the def2-TZVPD basis).

```
47
Properties=species:S:1:pos:R:3
K 0.33 -1.59 0.15
B 1.94 -2.19 -2.07
H 2.41 -2.31 -3.04
H 2.11 -1.19 -1.69
H 0.88 -2.37 -2.08
H 2.42 -2.90 -1.41
B -0.02 -4.63 0.26
H -0.27 -3.95 -0.54
H -0.73 -5.44 0.24
H 0.96 -5.08 0.16
H -0.19 -4.04 1.15
C 2.73 1.70 3.15
C 2.49 2.92 3.89
C 1.20 3.76 3.50
O 1.15 4.94 3.71
C 0.20 3.14 2.69
C 0.46 1.90 2.12
C 1.83 1.26 2.26
O 2.26 0.27 1.49
O -0.51 1.43 1.40
O 3.21 3.39 4.87
H 3.71 1.25 3.17
H -0.69 3.72 2.52
O -2.10 -1.17 -0.86
C -3.23 -1.12 -0.32
O -4.37 -1.51 -0.95
C -5.56 -1.26 -0.24
C -4.97 -1.06 1.19
C -3.51 -0.61 1.05
H -6.26 -2.09 -0.35
H -6.07 -0.35 -0.56
H -5.04 -1.91 1.87
H -5.60 -0.29 1.66
H -2.86 -1.11 1.76
H -3.38 0.48 0.99
O 1.48 1.74 -5.15
C 1.61 1.53 -3.95
O 0.68 1.90 -2.97
C 1.18 1.73 -1.68
C 2.67 1.68 -1.91
C 2.86 1.03 -3.26
H 0.75 0.85 -1.20
H 0.88 2.58 -1.08
H 3.10 1.07 -1.12
H 3.22 2.61 -1.86
H 2.84 -0.06 -3.21
H 3.79 1.36 -3.74
```

spin multiplicity: 2
E: -48927.4693 eV
total charge: -2
molar mass: 379.0 g/mol

[3]
Entry from OMol25: 3 unconnected molecules or ions with the total composition C14H22BCl2N4O10 (the ωB97M-V functional and the def2-TZVPD basis).

```
53
Properties=species:S:1:pos:R:3
C 3.99 -2.99 1.27
C 2.72 -3.93 1.13
Cl 2.99 -5.73 1.45
C 1.43 -3.44 0.74
Cl 0.16 -4.77 0.61
C 1.12 -1.93 0.45
N 1.96 -0.76 0.39
C 1.38 0.51 0.06
C 2.18 1.87 -0.07
C 3.30 1.66 -1.23
O 2.56 1.27 -2.42
C 3.32 1.47 -3.61
O 3.77 2.59 -3.95
N 0.00 0.16 -0.13
C -0.96 1.23 -0.54
B -1.26 1.33 -2.14
O -2.66 1.26 -2.54
O -0.30 1.53 -3.19
C -0.25 -1.24 0.07
C -1.58 -2.09 -0.07
C -2.94 -1.29 -0.13
O -3.46 -0.70 0.85
O -3.60 -1.28 -1.40
H 4.98 -3.58 1.40
H 3.91 -2.18 2.07
H 4.11 -2.44 0.26
H 2.97 -0.73 0.54
H 1.54 2.79 -0.27
H 2.78 2.01 0.91
H 3.94 0.74 -0.94
H 3.96 2.57 -1.38
H 3.51 0.57 -4.29
H -1.95 1.18 0.05
H -0.50 2.25 -0.24
H -3.12 1.98 -2.03
H -0.18 2.50 -3.31
H -1.63 -2.78 0.86
H -1.44 -2.82 -0.96
H -4.30 -0.59 -1.40
C -6.59 2.90 -1.35
N -5.46 3.85 -1.20
O -4.32 3.39 -1.26
O -5.74 5.02 -1.02
H -6.19 1.90 -1.50
H -7.19 2.95 -0.44
H -7.17 3.22 -2.22
C 0.85 -1.22 4.79
N 2.24 -1.50 4.34
O 2.76 -0.68 3.60
O 2.75 -2.52 4.75
H 0.51 -0.28 4.35
H 0.22 -2.05 4.44
H 0.86 -1.16 5.88
```

E: -67017.2826 eV
total charge: +1
molar mass: 488.1 g/mol